--- one ---
# C44H33CrN6O3S

A molecular structure, C44H33CrN6O3S (ωB97M-V/def2-TZVPD, OMol25).

Positions of all 88 atoms, in Å:
1 Cr -0.7824 -0.5221 1.1837
2 C -3.8837 0.6220 3.9762
3 C -3.2163 0.2774 2.7908
4 N -1.9827 -0.1601 2.7980
5 C -1.3005 -0.3004 3.9689
6 C -1.8793 0.0651 5.1968
7 C -3.2139 0.5248 5.1632
8 C -1.1008 -0.0038 6.3798
9 C 0.2118 -0.3748 6.2706
10 C 0.8037 -0.7594 5.0507
11 C 0.0599 -0.8164 3.8692
12 N 0.4044 -1.2330 2.6360
13 C 1.6320 -1.7600 2.2071
14 C 2.6965 -2.2260 2.9875
15 C 3.8215 -2.7943 2.3886
16 C 3.9059 -2.9439 1.0172
17 C 2.8440 -2.5256 0.1939
18 C 2.8106 -2.7462 -1.2201
19 C 1.6563 -2.3735 -1.9375
20 C 0.6268 -1.7374 -1.2983
21 N 0.6631 -1.4204 0.0356
22 C 1.7364 -1.8858 0.7943
23 H -4.9035 0.9787 3.9305
24 H -3.6821 0.3736 1.8163
25 H -3.6913 0.8129 6.0938
26 H -1.5409 0.2605 7.3332
27 H 0.8325 -0.3805 7.1606
28 H 1.8539 -0.9908 5.0510
29 H 2.6484 -2.2153 4.0629
30 H 4.6302 -3.1409 3.0231
31 H 4.7708 -3.4159 0.5605
32 H 3.6310 -3.2680 -1.6995
33 H 1.5577 -2.5974 -2.9940
34 H -0.2737 -1.4556 -1.8312
35 O -4.0655 -1.0090 -3.0435
36 C -4.1659 -2.2317 -2.4860
37 C -4.9175 -3.2055 -3.1418
38 C -5.0531 -4.4743 -2.6009
39 C -4.4350 -4.7908 -1.3956
40 C -3.6804 -3.8245 -0.7488
41 C -3.5338 -2.5438 -1.2710
42 C -2.6815 -1.5621 -0.5625
43 O -2.0490 -1.9416 0.5103
44 N -2.5977 -0.3629 -1.0532
45 N -1.7806 0.4344 -0.2287
46 C -1.3363 1.6188 -0.8368
47 C -1.0763 2.7157 0.1576
48 C -1.4998 4.0165 -0.0742
49 C -1.2096 5.0457 0.8158
50 C -0.4719 4.7480 1.9568
51 C -0.0420 3.4528 2.2078
52 C -0.3348 2.4011 1.3208
53 O 0.1262 1.1961 1.5544
54 H -3.4835 -0.4754 -2.4222
55 H -5.3861 -2.9407 -4.0822
56 H -5.6440 -5.2172 -3.1245
57 H -4.5321 -5.7829 -0.9724
58 H -3.1726 -4.0413 0.1823
59 H -2.0399 1.9522 -1.6026
60 H -2.0776 4.2252 -0.9716
61 H -1.5473 6.0566 0.6218
62 H -0.2346 5.5340 2.6651
63 H 0.5224 3.2116 3.1020
64 N -0.0264 1.2212 -1.5581
65 S 1.1259 2.3582 -1.9381
66 C 2.6381 1.5921 -1.3889
67 C 3.5129 0.9563 -2.2548
68 C 4.6581 0.3755 -1.7289
69 C 4.9140 0.4409 -0.3660
70 C 4.0287 1.0895 0.4827
71 C 2.8889 1.6926 -0.0247
72 C 1.2423 2.2284 -3.7043
73 C 0.8698 1.0649 -4.3560
74 C 0.9914 1.0078 -5.7374
75 C 1.4747 2.1011 -6.4440
76 C 1.8344 3.2636 -5.7776
77 C 1.7153 3.3310 -4.3965
78 H 0.4251 0.4779 -1.0158
79 H 3.2959 0.8782 -3.3104
80 H 5.3360 -0.1504 -2.3880
81 H 5.7946 -0.0374 0.0413
82 H 4.2114 1.1152 1.5488
83 H 2.1863 2.1822 0.6346
84 H 0.4847 0.2301 -3.7806
85 H 0.7032 0.1061 -6.2608
86 H 1.5624 2.0502 -7.5216
87 H 2.2007 4.1180 -6.3309
88 H 1.9849 4.2339 -3.8594

The expectation value of S² is 6.041. The charge is -1. As for the HOMO-LUMO gap (alpha / beta): 3.888 / 5.829 eV. The spin multiplicity is 5. The value obtained for the LUMO energy (alpha / beta) is 0.0738 / 0.0738 hartree. The highest occupied orbital energy (alpha / beta) comes out at -1.9 / -3.8 eV.



--- two ---
# C44H33CrN6O3S

A molecular structure, C44H33CrN6O3S (ωB97M-V/def2-TZVPD, OMol25).

Positions of all 88 atoms, in Å:
1 Cr -1.2236 -0.0702 -1.1252
2 C 0.7274 3.1938 0.9732
3 C 0.4287 2.2705 0.0069
4 N -0.4439 1.2473 0.2214
5 C -1.0695 1.1558 1.4533
6 C -0.8012 2.0727 2.5002
7 C 0.1315 3.1118 2.2460
8 C -1.4942 1.9183 3.7164
9 C -2.4484 0.9284 3.8611
10 C -2.7302 0.0418 2.8266
11 C -2.0262 0.1304 1.6215
12 N -2.2170 -0.6413 0.4712
13 C -2.8550 -1.8229 0.3572
14 C -3.2989 -2.6981 1.3526
15 C -3.9771 -3.8801 1.0236
16 C -4.2294 -4.2612 -0.2696
17 C -3.7412 -3.4509 -1.3202
18 C -3.8748 -3.7704 -2.6895
19 C -3.3474 -2.9483 -3.6475
20 C -2.6568 -1.7961 -3.2467
21 N -2.5117 -1.4764 -1.9799
22 C -3.0495 -2.2633 -1.0088
23 H 1.4183 3.9927 0.7351
24 H 0.8815 2.3220 -0.9731
25 H 0.3358 3.8478 3.0137
26 H -1.2907 2.6112 4.5251
27 H -2.9999 0.8458 4.7904
28 H -3.5248 -0.6761 2.9435
29 H -3.0856 -2.4815 2.3858
30 H -4.3162 -4.5183 1.8321
31 H -4.7724 -5.1696 -0.4966
32 H -4.3923 -4.6811 -2.9678
33 H -3.4364 -3.1796 -4.7000
34 H -2.2078 -1.1243 -3.9691
35 O -4.3208 3.0609 -1.8102
36 C -3.6446 3.7623 -2.7363
37 C -4.2320 4.9370 -3.2119
38 C -3.5897 5.7074 -4.1600
39 C -2.3466 5.3244 -4.6572
40 C -1.7659 4.1605 -4.1926
41 C -2.3975 3.3609 -3.2392
42 C -1.7540 2.1133 -2.7634
43 O -2.3454 1.4600 -1.8067
44 N -0.6467 1.7311 -3.3361
45 N -0.1957 0.5552 -2.7379
46 C 0.8651 0.0343 -3.2408
47 C 1.4805 -1.1874 -2.7892
48 C 2.6046 -1.6429 -3.4917
49 C 3.2507 -2.8120 -3.1591
50 C 2.7496 -3.5665 -2.0910
51 C 1.6568 -3.1418 -1.3741
52 C 0.9952 -1.9265 -1.6739
53 O -0.0068 -1.5693 -0.9389
54 H -3.7386 2.3128 -1.5424
55 H -5.1921 5.2267 -2.8064
56 H -4.0598 6.6165 -4.5149
57 H -1.8367 5.9344 -5.3911
58 H -0.8016 3.8347 -4.5561
59 H 1.3165 0.5544 -4.0858
60 H 2.9651 -1.0439 -4.3218
61 H 4.1185 -3.1431 -3.7136
62 H 3.2310 -4.5006 -1.8228
63 H 1.2733 -3.7159 -0.5403
64 N 2.7161 0.0850 0.0714
65 S 2.3049 0.1822 1.5722
66 C 2.5391 -1.4124 2.3960
67 C 3.0876 -2.4769 1.7087
68 C 3.2293 -3.7026 2.3480
69 C 2.8069 -3.8565 3.6594
70 C 2.2338 -2.7850 4.3358
71 C 2.0938 -1.5611 3.7036
72 C 3.6151 1.0111 2.5216
73 C 3.2618 1.9945 3.4301
74 C 4.2569 2.6852 4.1124
75 C 5.5918 2.3963 3.8762
76 C 5.9382 1.4097 2.9589
77 C 4.9498 0.7177 2.2808
78 H 3.6412 -0.3187 -0.0696
79 H 3.3657 -2.3564 0.6694
80 H 3.6565 -4.5402 1.8110
81 H 2.9040 -4.8163 4.1504
82 H 1.8837 -2.9095 5.3526
83 H 1.6308 -0.7247 4.2149
84 H 2.2154 2.2297 3.5784
85 H 3.9856 3.4585 4.8202
86 H 6.3655 2.9428 4.4009
87 H 6.9806 1.1839 2.7731
88 H 5.2126 -0.0536 1.5661

The expectation value of S² is 6.046. The charge is -1. As for the HOMO-LUMO gap (alpha / beta): 4.249 / 6.326 eV. The spin multiplicity is 5. The value obtained for the LUMO energy (alpha / beta) is 0.0916 / 0.0873 hartree. The highest occupied orbital energy (alpha / beta) comes out at -1.8 / -4.0 eV.



Stability summary: most stable two, least stable one.



--- one ---
# C5H12O2

2 unconnected molecules or ions with the total composition C5H12O2 (ωB97M-V/def2-TZVPD, OMol25).

Positions of all 19 atoms, in Å:
1 O -0.6599 -1.1579 -2.0727
2 C -1.2511 -1.2169 -1.0414
3 C -0.8408 -0.6160 0.2702
4 C -0.4877 0.8855 0.1231
5 C -1.7638 1.6781 -0.0904
6 C 0.2142 1.2681 1.4430
7 H -2.2497 -1.7143 -1.1685
8 H -1.5338 -0.7879 1.0925
9 H 0.0369 -1.1918 0.6092
10 H 0.1959 1.0271 -0.7139
11 H -2.1814 1.5272 -1.0569
12 H -1.6224 2.7078 0.0088
13 H -2.5720 1.4318 0.6092
14 H 0.1421 0.4715 2.1978
15 H 1.2852 1.2881 1.2459
16 H -0.1438 2.1216 1.9949
17 H 3.5828 -0.6260 1.5896
18 H 3.0822 -1.3234 0.3753
19 O 3.8562 -0.8366 0.6806

The expectation value of S² is 0.757. The charge is +1. As for the HOMO-LUMO gap (alpha / beta): 8.449 / 4.710 eV. The spin multiplicity is 2. The value obtained for the LUMO energy (alpha / beta) is -0.2224 / -0.3598 hartree. The highest occupied orbital energy (alpha / beta) comes out at -14.5 / -14.5 eV.



--- two ---
# C5H12O2

3 unconnected molecules or ions with the total composition C5H12O2 (ωB97M-V/def2-TZVPD, OMol25).

Positions of all 19 atoms, in Å:
1 C -0.2524 -0.8859 -1.3628
2 C 0.7451 0.0083 -0.7191
3 C 0.7362 1.3790 -0.9400
4 C 2.9060 0.0404 0.4902
5 C 1.7347 -0.5604 0.1123
6 H 0.2052 -1.4604 -2.1680
7 H -0.6209 -1.5625 -0.5917
8 H -1.0891 -0.4019 -1.8580
9 H 0.0919 1.8045 -1.6925
10 H 1.3980 2.0601 -0.4212
11 H 3.3353 0.8517 -0.0893
12 H 3.4126 -0.2545 1.4018
13 H 1.5189 -1.5047 0.6005
14 H -0.4971 0.1779 1.4924
15 H -1.3033 -0.1892 2.7831
16 O -1.2299 -0.3392 1.8323
17 H -4.2368 0.8262 0.5223
18 H -3.0035 -0.0499 0.5311
19 O -3.8507 0.0605 0.0763

The expectation value of S² is 0.790. The charge is +1. As for the HOMO-LUMO gap (alpha / beta): 7.987 / 5.447 eV. The spin multiplicity is 2. The value obtained for the LUMO energy (alpha / beta) is -0.2146 / -0.3079 hartree. The highest occupied orbital energy (alpha / beta) comes out at -13.8 / -13.8 eV.



Stability summary: most stable two, least stable one.



--- one ---
# C4H32NO12

12 unconnected molecules or ions with the total composition C4H32NO12 (ωB97M-V/def2-TZVPD, OMol25).

Positions of all 49 atoms, in Å:
1 O 1.4791 0.3183 -2.4143
2 C 0.4661 0.6362 -1.8417
3 C 0.4141 0.3132 -0.3774
4 C -0.1411 1.4846 0.3936
5 C -1.6891 1.3533 0.4315
6 N 1.8051 -0.0278 0.1344
7 H -0.4000 1.0862 -2.3317
8 H -0.2406 -0.5512 -0.1971
9 H 0.0613 2.5623 0.1176
10 H 0.3029 1.3608 1.4856
11 H -1.9426 1.4339 -0.5712
12 H -1.9703 0.2861 0.7562
13 H -2.0294 2.3189 0.9835
14 H 2.4817 0.4738 -0.3981
15 H 1.9970 -1.0247 -0.0953
16 H 1.7473 0.1674 1.1647
17 H 3.5864 3.1704 -0.2908
18 H 3.3782 2.5026 -1.6089
19 O 3.1731 2.3140 -0.7289
20 H -1.5466 2.8321 -2.1690
21 H -1.3954 4.2713 -2.3764
22 O -1.1229 3.5529 -1.8511
23 H -1.0242 1.4783 3.4367
24 H -0.5545 -0.0752 3.7402
25 O -0.6032 0.6406 3.0984
26 H 1.0178 -2.7869 -0.8739
27 H 2.3720 -3.0741 -0.3394
28 O 1.5438 -2.8386 -0.0896
29 H 3.1921 1.1794 3.3686
30 H 1.7489 1.1490 3.7247
31 O 2.3558 1.1808 2.9639
32 H 3.4131 -1.9535 -3.1646
33 H 2.9913 -0.7258 -2.5938
34 O 3.4543 -1.5309 -2.3460
35 H -2.7364 -1.3299 0.0563
36 H -3.4599 -1.5523 -1.2908
37 O -2.7059 -1.3209 -0.8718
38 H -2.4267 0.8274 -1.9907
39 H -3.3962 1.1918 -3.0551
40 O -2.4183 1.4000 -2.7876
41 H -1.2705 -1.9891 -1.4915
42 H -0.4910 -2.7878 -2.6217
43 O -0.3661 -2.2005 -1.8353
44 H -3.6502 -2.5174 2.4410
45 H -2.0981 -2.0026 2.5875
46 O -2.9630 -1.9270 2.1262
47 H 0.0876 -3.0413 2.4983
48 H -0.1285 -3.4172 3.8702
49 O -0.2981 -2.8107 3.2247

The charge is +1. As for the HOMO-LUMO gap: 10.634 eV. The spin multiplicity is 1. The value obtained for the LUMO energy is -0.0832 hartree. The highest occupied orbital energy comes out at -12.9 eV.



--- two ---
# C4H32NO12

13 unconnected molecules or ions with the total composition C4H32NO12 (ωB97M-V/def2-TZVPD, OMol25).

Positions of all 49 atoms, in Å:
1 C 1.2717 2.3260 3.0927
2 C 0.9809 1.4030 1.9587
3 C 1.2733 1.6384 0.6820
4 N 0.8682 0.7621 -0.3322
5 C 1.3168 0.8994 -1.5698
6 H 0.4027 2.5291 3.7235
7 H 1.9465 1.8176 3.7847
8 H 1.6506 3.3118 2.8266
9 H 0.4035 0.5099 2.1872
10 H 1.8889 2.4948 0.4311
11 H 0.2582 -0.0040 -0.0774
12 H 0.9607 0.1921 -2.2935
13 H 1.7272 1.8521 -1.8571
14 H -3.8061 1.4128 1.1504
15 H -3.8951 2.7723 2.0021
16 O -3.8827 2.3756 1.1305
17 H -1.6320 -1.0133 -1.9627
18 H -2.3972 0.1282 -1.3647
19 O -1.8206 -0.5979 -1.1208
20 H -1.7309 -0.7142 2.5967
21 H -1.8526 -1.7544 1.5697
22 O -1.1674 -1.2642 2.0398
23 H 0.1831 -3.2463 -2.7349
24 H 1.4847 -3.9821 -2.8215
25 O 1.1339 -3.0896 -2.6966
26 H -4.8125 -1.1242 1.6256
27 H -4.2764 -0.9191 0.0174
28 O -4.2530 -0.7472 0.9564
29 H 1.6569 -3.4819 2.6141
30 H 0.6337 -2.3701 2.1829
31 O 1.5673 -2.5781 2.3036
32 H 2.1626 -2.2630 0.1471
33 H 2.1487 -2.7267 -1.2560
34 O 2.7932 -2.5180 -0.5494
35 H 3.8038 0.4760 1.5119
36 H 4.3396 -0.9225 1.0913
37 O 4.2952 0.0018 0.8354
38 H 2.8891 -0.9232 -1.4523
39 H 3.5246 0.3739 -0.6266
40 O 3.0367 0.0410 -1.4232
41 H -1.2307 1.9258 -1.6510
42 H -1.1725 2.0304 -3.1958
43 O -1.0268 1.4238 -2.4648
44 H -2.3472 2.2891 -0.0392
45 H -1.7524 3.5253 0.3918
46 O -1.4901 2.7643 -0.1409
47 H -1.6975 -1.0427 -4.0034
48 H -2.6011 -2.1681 -3.7741
49 O -1.7575 -1.8259 -3.4450

The charge is +1. As for the HOMO-LUMO gap: 8.988 eV. The spin multiplicity is 1. The value obtained for the LUMO energy is -0.0936 hartree. The highest occupied orbital energy comes out at -11.5 eV.



Stability summary: most stable two, least stable one.